Molecular formula: C20H17BFeN10O4S
Method: DFT, the ωB97M-V functional and the def2-TZVPD basis

Structure (XYZ):
```
54
Properties=species:S:1:pos:R:3:forces:R:3:nbo_charge:R:1
Fe 0.806 0.487 0.371 0.0 0.0 -0.1 1.501
O -1.697 1.290 4.555 0.0 0.0 0.0 -0.641
C -0.927 1.069 3.503 0.0 0.0 0.0 0.775
O -1.185 1.361 2.367 0.0 0.1 -0.1 -0.577
C 0.355 0.374 3.866 0.0 0.0 0.0 0.101
C 0.695 0.067 5.179 0.0 0.0 0.0 -0.151
C 1.888 -0.592 5.419 0.0 0.0 0.0 -0.126
C 2.691 -0.932 4.339 0.0 0.0 0.0 -0.173
C 2.264 -0.583 3.068 0.0 0.0 0.0 0.042
N 1.124 0.065 2.828 0.0 0.0 0.0 -0.442
C 2.987 -0.914 1.805 0.0 -0.1 0.0 0.819
O 4.125 -1.551 1.808 0.0 0.0 0.0 -0.581
O 2.500 -0.599 0.728 0.1 0.0 0.1 -0.609
H -2.522 1.720 4.274 0.0 0.0 0.0 0.527
H 0.027 0.339 5.983 0.0 0.0 0.0 0.273
H 2.185 -0.847 6.427 0.0 0.0 0.0 0.263
H 3.619 -1.461 4.513 0.0 0.0 0.0 0.236
H 4.448 -1.788 2.689 0.0 0.0 0.0 0.515
C 2.436 -0.566 -3.488 0.0 0.0 0.0 -0.321
C 2.610 -0.025 -2.220 0.0 0.0 0.0 0.013
N 1.431 0.141 -1.621 -0.1 0.0 0.0 -0.389
N 0.482 -0.286 -2.489 0.1 0.0 -0.1 -0.335
C 1.071 -0.731 -3.611 0.0 0.0 0.0 0.032
B -0.991 -0.313 -2.031 -0.1 0.1 0.0 0.919
N -1.075 -1.310 -0.837 0.0 0.0 0.0 -0.300
C -1.656 -2.502 -0.699 0.0 0.0 0.0 0.078
C -1.278 -3.047 0.523 0.0 0.0 0.0 -0.305
C -0.435 -2.111 1.083 0.0 0.0 0.0 -0.001
N -0.317 -1.054 0.259 0.0 0.0 0.0 -0.343
N -1.310 1.083 -1.410 0.0 0.0 0.0 -0.309
C -2.215 1.991 -1.778 0.0 0.0 0.0 0.061
C -2.073 3.112 -0.969 0.0 0.0 0.0 -0.307
C -1.034 2.805 -0.113 0.0 0.0 0.0 0.014
N -0.582 1.571 -0.388 0.0 0.0 0.1 -0.311
N -1.939 -0.601 -3.144 0.0 0.0 0.0 -0.416
C -1.965 -0.041 -4.390 0.0 0.0 0.0 -0.050
C -3.172 -0.338 -4.957 0.0 0.0 0.0 -0.322
C -3.849 -1.085 -3.969 0.0 0.1 0.0 -0.020
N -3.124 -1.217 -2.878 0.0 -0.1 0.0 -0.294
H 3.192 -0.812 -4.213 0.0 0.0 0.0 0.261
H 3.523 0.231 -1.708 0.0 0.0 0.0 0.227
H 0.488 -1.146 -4.416 0.0 0.0 0.0 0.251
H -2.312 -2.865 -1.471 0.0 0.0 0.0 0.282
H -1.586 -3.990 0.939 0.0 0.0 0.0 0.262
H 0.071 -2.133 2.032 0.0 0.0 0.0 0.217
H -2.894 1.785 -2.589 0.0 0.0 0.0 0.260
H -2.652 4.017 -0.999 0.0 0.0 0.0 0.262
H -0.616 3.379 0.696 0.0 0.0 0.0 0.232
H -1.135 0.530 -4.773 0.0 0.0 0.0 0.228
H -3.516 -0.070 -5.940 0.0 0.0 0.0 0.252
H -4.833 -1.523 -4.015 0.0 0.0 0.0 0.230
S 3.494 4.394 0.579 0.0 0.0 0.0 0.499
C 2.536 3.080 0.628 0.1 0.0 0.0 0.125
N 1.848 2.142 0.655 0.0 0.0 0.0 -0.432
```
Positions in Å, forces in eV/Å.

Computed properties:
net charge = +2
spin multiplicity = 5
LUMO energy (alpha / beta) = -7.6 / -9.9 eV
electronic energy = -3307.20954 hartree
energy above the lowest of the compared OMol25 structures with the same formula, charge and spin = 0.0 kJ/mol
HOMO level (alpha / beta) = -13.87 / -13.87 eV
<S²> = 6.0600

Molecular formula: C16H32HfO2P2
Method: DFT, the ωB97M-V functional and the def2-TZVPD basis

Structure (XYZ):
```
53
Properties=species:S:1:pos:R:3:forces:R:3:nbo_charge:R:1
P -0.417 -1.743 -1.698 0.0 -0.5 -0.9 0.793
P 0.465 1.868 -1.369 0.1 1.6 -1.7 1.545
C -0.403 -0.465 -3.032 0.0 0.0 -0.2 -0.731
C 0.572 0.715 -2.814 0.1 -0.7 0.1 -0.711
H -1.431 -0.118 -3.230 0.4 0.0 0.2 0.247
H -0.077 -0.998 -3.937 -0.1 0.4 0.0 0.258
H 1.627 0.399 -2.890 -0.4 0.0 0.1 0.258
H 0.421 1.414 -3.653 0.1 0.1 0.4 0.283
C -1.032 2.814 -1.727 -0.2 0.1 0.1 -0.972
H -1.306 3.482 -0.903 0.1 -0.1 -0.2 0.277
H -1.878 2.144 -1.930 0.3 0.2 0.0 0.269
H -0.823 3.408 -2.623 -0.1 -0.1 0.1 0.276
C 1.891 2.924 -1.735 0.1 0.1 -0.1 -0.968
H 1.659 3.509 -2.636 0.3 -0.2 0.2 0.277
H 2.772 2.291 -1.921 -0.2 0.3 0.0 0.266
H 2.122 3.612 -0.909 -0.2 -0.2 -0.3 0.268
C -1.761 -2.831 -2.258 0.1 -0.2 -0.3 -0.946
H -1.934 -3.583 -1.477 0.0 0.0 -0.3 0.250
H -1.465 -3.322 -3.196 -0.4 0.0 0.2 0.250
H -2.686 -2.258 -2.405 0.2 -0.2 0.0 0.251
C 1.094 -2.648 -2.187 -0.1 -0.3 -0.1 -0.949
H 1.971 -1.985 -2.218 -0.2 -0.2 0.0 0.230
H 0.935 -3.095 -3.178 0.3 0.0 0.2 0.248
H 1.283 -3.437 -1.449 0.1 0.1 -0.3 0.249
Hf -0.006 0.092 2.884 -2.3 0.6 1.9 2.371
C 0.555 1.734 0.429 -0.6 -0.8 1.6 -0.530
C -0.792 1.354 1.109 1.1 0.3 0.5 -0.789
C -1.593 0.353 0.292 -0.5 0.1 -1.1 -0.444
C -1.898 -1.046 0.895 -0.5 0.9 -0.1 -0.504
C -0.763 -1.855 1.462 1.3 -0.8 -1.0 -0.140
C 0.607 -1.683 1.354 -1.3 -0.9 -0.7 -0.349
C 1.347 -0.684 0.480 0.7 0.3 -0.4 -0.529
C 1.618 0.757 0.980 0.7 0.9 -0.6 -0.412
C 1.699 -0.208 4.186 0.8 0.5 0.1 -1.311
H 0.831 2.764 0.711 -0.1 -0.3 -0.2 0.281
H -1.388 2.240 1.373 0.3 -0.3 -0.1 0.265
H -1.083 0.203 -0.698 -0.5 -0.1 1.0 0.206
H -2.550 0.810 -0.011 0.1 -0.3 0.4 0.248
H -2.688 -0.926 1.666 0.4 -0.2 -0.1 0.265
H -2.384 -1.647 0.099 0.3 0.1 0.6 0.297
H -1.099 -2.767 1.965 0.2 0.3 0.2 0.274
H 1.248 -2.463 1.771 -0.3 0.2 0.1 0.286
H 0.813 -0.561 -0.507 0.4 -0.4 1.4 0.266
H 2.325 -1.130 0.216 -0.5 0.1 0.5 0.280
H 1.712 0.868 2.112 0.8 0.3 -1.1 0.178
H 2.629 1.050 0.633 -0.4 -0.2 0.4 0.279
H 2.131 0.739 4.562 0.1 -0.4 0.0 0.278
H 2.511 -0.773 3.696 0.0 0.1 0.2 0.262
H 1.377 -0.792 5.073 0.0 0.2 -0.4 0.283
O -1.108 1.391 4.221 -0.5 -0.9 0.4 -0.693
C -1.734 0.379 4.706 0.9 0.1 -0.7 0.688
O -1.426 -0.774 4.223 -0.5 0.5 0.2 -0.729
H -2.490 0.479 5.493 0.1 0.0 -0.1 0.206
```
Positions in Å, forces in eV/Å.

Computed properties:
net charge = +2
LUMO energy = -7.3 eV
electronic energy = -1509.44656 hartree
energy above the lowest of the compared OMol25 structures with the same formula, charge and spin = 92.1 kJ/mol
HOMO level = -14.17 eV

Molecular formula: C41H35AuClN2Si2
Method: DFT, the ωB97M-V functional and the def2-TZVPD basis

Structure (XYZ):
```
82
Properties=species:S:1:pos:R:3:forces:R:3:mulliken_charge:R:1
C -2.426 -0.772 5.174 1.2 -2.9 0.9 -0.462
C -2.747 -0.130 3.944 0.2 -0.8 -2.8 -0.549
C -2.434 -1.034 2.884 -0.2 1.3 0.6 -0.285
H -3.184 0.861 3.837 0.2 -0.3 0.0 0.501
C -1.944 -2.242 3.464 -0.2 0.7 -0.4 -0.498
C -1.924 -2.072 4.876 -0.6 1.8 1.6 -0.612
H -1.587 -2.812 5.602 -0.2 0.3 -0.2 0.446
H -2.551 -0.342 6.166 0.0 -0.2 -0.3 0.455
H -2.537 -0.840 1.819 -0.1 -0.1 0.3 0.583
H -1.664 -3.142 2.916 -0.1 0.3 0.2 0.518
Au 0.767 0.263 2.018 -0.3 -0.2 0.0 0.575
Si 0.229 0.108 -0.181 -0.2 -0.2 -1.1 0.085
C -0.680 1.627 -0.731 0.2 0.1 0.2 0.355
C -0.152 2.531 -1.668 -0.3 0.0 0.0 -0.565
H 0.817 2.323 -2.120 -0.2 0.2 0.1 0.385
C -0.891 3.650 -2.051 -0.1 0.0 -0.1 -0.504
H -0.497 4.329 -2.814 -0.1 -0.2 0.3 0.452
C -2.157 3.880 -1.502 0.2 -0.2 0.1 -0.616
H -2.745 4.741 -1.825 0.2 -0.3 0.1 0.401
C -2.661 3.010 -0.527 0.1 -0.1 0.1 -0.753
H -3.645 3.180 -0.089 0.3 0.0 -0.1 0.427
C -1.909 1.905 -0.120 -0.4 0.4 -0.4 0.347
H -2.293 1.238 0.656 0.0 0.1 -0.2 0.391
C -0.621 -1.489 -0.610 -0.4 0.0 0.0 0.999
C -1.783 -1.518 -1.407 0.0 -0.2 0.1 -0.248
H -2.211 -0.580 -1.778 0.1 -0.4 0.2 0.361
C -2.379 -2.737 -1.739 0.1 0.0 0.0 -0.679
H -3.284 -2.748 -2.348 0.3 0.0 0.1 0.417
C -1.822 -3.944 -1.292 0.1 0.4 0.2 -0.531
H -2.273 -4.896 -1.576 0.1 0.3 0.1 0.433
C -0.690 -3.921 -0.470 0.2 0.2 0.0 -0.744
H -0.274 -4.855 -0.079 -0.1 0.3 -0.2 0.460
C -0.088 -2.698 -0.140 -0.3 -0.5 -0.2 -0.603
H 0.821 -2.689 0.472 -0.3 0.0 -0.2 0.250
H 1.590 0.035 -0.722 0.2 0.0 0.3 -0.436
Si 2.148 0.328 -4.647 0.3 -0.1 -0.9 0.546
C 1.327 -1.296 -5.029 0.1 -0.3 0.2 0.521
C 0.463 -1.396 -6.137 0.0 -0.3 0.2 -0.230
H 0.220 -0.510 -6.732 0.1 -0.3 0.3 0.356
C -0.079 -2.634 -6.498 0.2 0.1 0.2 -0.673
H -0.733 -2.702 -7.367 0.1 0.0 0.3 0.392
C 0.239 -3.780 -5.762 0.2 0.3 0.0 -0.482
H -0.185 -4.745 -6.042 0.1 0.3 0.1 0.404
C 1.134 -3.690 -4.690 0.0 0.1 0.0 -0.529
H 1.434 -4.588 -4.150 -0.2 0.2 -0.1 0.395
C 1.676 -2.456 -4.319 -0.3 -0.2 -0.3 -0.376
H 2.382 -2.396 -3.488 -0.2 0.0 -0.2 0.287
C 0.993 1.668 -5.204 0.1 0.1 -0.2 0.295
C -0.356 1.657 -4.820 0.0 0.4 -0.2 -0.137
H -0.740 0.872 -4.160 0.1 0.3 -0.2 0.570
C -1.219 2.654 -5.284 0.1 -0.2 0.0 -0.730
H -2.254 2.660 -4.942 0.2 0.0 -0.2 0.423
C -0.762 3.628 -6.177 0.3 -0.2 0.1 -0.513
H -1.446 4.395 -6.543 0.2 -0.2 0.1 0.391
C 0.571 3.606 -6.604 0.0 0.0 0.0 -0.538
H 0.930 4.349 -7.322 -0.2 -0.3 0.3 0.390
C 1.449 2.629 -6.123 -0.4 0.1 0.2 -0.495
H 2.485 2.586 -6.474 -0.3 0.2 0.1 0.352
H 3.466 0.415 -5.317 -0.2 0.1 -0.2 -0.283
Cl 2.812 0.512 -2.704 0.0 0.0 0.1 -0.300
C 2.676 -2.790 4.749 0.2 0.0 0.3 -0.868
C 2.005 -2.189 3.680 0.1 1.2 0.2 0.003
N 1.732 -0.874 3.688 0.1 -1.2 0.6 -0.332
C 1.979 -0.133 4.799 0.4 -1.4 0.1 0.070
C 2.676 -0.677 5.913 -0.6 0.7 -0.8 0.944
C 3.062 -2.024 5.839 0.0 -0.2 -0.2 -0.514
C 2.878 0.169 7.053 -0.4 0.9 0.1 -0.946
C 2.280 1.406 7.136 0.6 -0.8 0.4 -0.891
C 1.437 1.904 6.093 0.0 -0.6 -0.9 0.974
C 0.630 3.053 6.189 -0.1 -0.1 -0.3 -0.578
C -0.234 3.370 5.150 0.1 0.2 0.4 -0.791
C -0.228 2.609 3.978 1.0 -0.8 0.1 -0.273
N 0.598 1.559 3.841 -0.7 1.0 0.8 -0.243
C 1.367 1.157 4.888 -0.8 1.1 0.0 0.306
H 2.896 -3.851 4.696 0.0 0.1 0.1 0.448
H 1.682 -2.757 2.803 0.2 0.3 0.3 0.294
H 3.635 -2.443 6.666 -0.2 -0.1 -0.2 0.433
H 3.493 -0.215 7.862 -0.1 0.2 0.0 0.399
H 2.412 2.033 8.020 0.0 -0.3 -0.2 0.393
H 0.695 3.651 7.095 -0.2 0.0 -0.2 0.435
H -0.912 4.217 5.222 0.2 -0.1 0.0 0.438
H -0.887 2.836 3.137 0.3 0.0 0.2 0.508
```
Positions in Å, forces in eV/Å.

Computed properties:
net charge = +1
spin multiplicity = 3
LUMO energy (alpha / beta) = -3.4 / -5.1 eV
electronic energy = -2867.52027 hartree
energy above the lowest of the compared OMol25 structures with the same formula, charge and spin = 0.0 kJ/mol
HOMO level (alpha / beta) = -10.48 / -10.44 eV
<S²> = 2.0247